Density functional theory data (ωB97M-V/def2-TZVPD) for a 9-piece molecular cluster, C58H125N6O8 overall.

Structure (XYZ):
```
197
Properties=species:S:1:pos:R:3:forces:R:3:lowdin_charge:R:1
C -4.01668 1.03260 -5.30794 -0.317 -0.841 -1.533 -0.093
C -4.01420 0.17721 -4.05060 0.373 -0.213 0.053 -0.246
C -4.93833 0.76973 -3.02678 -1.590 1.514 0.400 -0.127
N -4.63152 0.53429 -1.54267 0.589 1.234 -0.143 -0.278
C -5.78929 0.93424 -0.66696 -0.908 0.900 -0.710 -0.129
C -5.56144 0.52784 0.76143 1.313 -0.379 0.258 -0.161
C -5.42411 -1.01543 0.82901 -0.364 0.502 0.811 -0.178
C -4.33995 -1.60086 -0.09469 -0.335 1.404 0.557 -0.120
C -4.43012 -0.91699 -1.49293 -0.373 -1.859 0.771 -0.126
C -3.39181 1.26331 -1.15000 0.795 0.321 0.764 0.033
H -3.80696 2.09705 -5.21763 0.123 -0.001 0.593 0.073
H -4.98542 0.96681 -5.82827 0.245 0.030 0.063 0.084
H -3.25708 0.62333 -6.00658 -0.450 0.236 0.338 0.090
H -2.99854 0.24045 -3.67045 0.082 -0.485 0.020 0.060
H -4.23890 -0.89946 -4.28068 0.220 1.053 0.169 0.141
H -5.99481 0.42871 -3.09463 0.627 0.258 -0.318 0.144
H -4.92321 1.87249 -3.18869 -0.192 -0.624 0.440 0.144
H -6.70059 0.45511 -1.08839 0.616 0.009 0.280 0.146
H -5.99576 2.02914 -0.75503 0.605 -0.728 -0.161 0.152
H -6.41174 0.88721 1.33545 -0.020 -0.111 0.166 0.122
H -4.63105 1.02764 1.17374 -1.102 -0.510 -0.333 0.129
H -6.37172 -1.43543 0.52773 -0.566 -0.093 -0.255 0.106
H -5.35155 -1.30664 1.89431 0.476 -0.034 -0.570 0.124
H -4.55918 -2.67767 -0.14993 0.434 0.341 -0.430 0.109
H -3.36158 -1.42962 0.37895 -0.011 -0.241 -0.413 0.112
H -5.35622 -1.19887 -1.99156 0.052 -0.991 -0.009 0.137
H -3.56819 -1.17169 -2.10727 0.044 -0.055 0.102 0.096
H -2.66133 1.02676 -1.91811 0.386 -0.339 0.308 0.081
H -3.05765 0.93806 -0.11196 -0.290 0.434 -1.529 0.115
H -3.48706 2.37129 -1.20458 -0.550 -0.785 0.281 0.126
C -5.33275 -5.38564 -4.24968 1.746 -0.227 0.499 -0.062
C -3.96803 -5.96924 -3.69849 -1.171 0.863 0.085 -0.211
C -3.56976 -5.13039 -2.47847 -0.081 1.277 0.439 -0.133
N -2.26307 -5.53198 -1.75189 -1.008 0.710 -1.352 -0.243
C -1.08389 -5.17784 -2.68283 -0.416 -0.001 1.511 -0.076
C 0.19727 -5.43950 -1.91786 -0.656 0.754 -0.241 -0.148
C 0.21270 -4.69247 -0.59184 1.131 0.580 0.837 -0.166
C -1.00165 -4.83404 0.33687 0.819 -1.443 -1.253 -0.150
C -2.25817 -4.75503 -0.44409 -1.139 1.804 -0.991 -0.132
C -2.32350 -6.99103 -1.58696 -1.985 -0.196 1.543 0.001
H -5.68256 -6.00123 -5.06263 -0.290 -0.244 -0.084 0.075
H -5.11750 -4.40204 -4.65797 -0.256 0.236 0.050 0.069
H -6.05448 -5.33082 -3.43555 -0.134 0.030 -0.204 0.078
H -3.24436 -6.04930 -4.51854 0.035 0.322 0.361 0.118
H -4.16466 -6.95265 -3.33189 -0.178 -0.843 -0.053 0.087
H -4.30527 -5.24306 -1.65283 0.046 -0.112 -0.777 0.132
H -3.55801 -4.01232 -2.70543 0.544 -1.408 0.245 0.149
H -1.19314 -4.11502 -2.87053 -0.077 0.185 -0.247 0.107
H -1.19310 -5.80373 -3.56055 -0.036 0.082 -0.152 0.128
H 0.97814 -4.98546 -2.50663 0.508 -0.261 -0.344 0.086
H 0.36217 -6.50556 -1.84011 0.280 -0.239 0.229 0.117
H 0.37438 -3.60573 -0.72333 -0.301 -0.460 -0.463 0.100
H 1.13730 -5.01465 -0.08002 -0.420 0.006 0.145 0.119
H -1.01023 -3.99280 0.98641 0.034 0.428 1.014 0.105
H -0.96896 -5.79751 0.83007 0.176 -0.068 0.654 0.115
H -2.38332 -3.67807 -0.73683 0.131 -0.919 -0.149 0.113
H -3.16864 -4.99938 0.13363 0.462 -0.392 -0.347 0.143
H -2.28502 -7.44395 -2.55634 0.345 -0.472 -0.200 0.101
H -3.29212 -7.28141 -1.07334 0.788 0.521 -0.848 0.145
H -1.61176 -7.32316 -0.87463 1.180 -0.331 0.136 0.093
C 3.38396 -5.33695 -4.65646 -0.677 0.102 0.171 -0.084
C 2.99875 -3.84482 -4.37827 -0.467 -1.074 -0.452 -0.206
C 4.15609 -3.34978 -3.52998 -0.270 -0.060 0.633 -0.138
N 3.95337 -2.07117 -2.75953 0.943 0.929 -0.734 -0.233
C 5.32883 -1.60944 -2.11541 -2.183 0.013 1.058 -0.065
C 6.30462 -1.07266 -3.09558 1.146 0.568 -0.268 -0.169
C 5.78395 0.08673 -3.96390 0.005 0.229 0.020 -0.156
C 4.51196 -0.44372 -4.66216 1.571 -0.824 -0.592 -0.142
C 3.51619 -1.00653 -3.66710 -1.395 1.516 -1.090 -0.154
C 2.88833 -2.14409 -1.71324 1.083 -0.626 0.814 0.007
H 4.43771 -5.47906 -4.88126 0.208 0.303 0.049 0.079
H 2.86549 -5.76110 -5.51141 -0.282 0.098 -0.010 0.077
H 3.16308 -5.96395 -3.78472 0.020 0.117 -0.104 0.075
H 1.98451 -3.76865 -3.91010 0.956 -0.136 -0.001 0.101
H 2.85762 -3.34920 -5.34875 0.503 0.201 0.323 0.117
H 5.05410 -3.32275 -4.14824 -0.068 0.553 0.102 0.134
H 4.37576 -4.08453 -2.76281 -0.067 -0.263 0.193 0.133
H 5.63306 -2.44889 -1.51849 0.558 -0.807 -0.227 0.128
H 5.10095 -0.88754 -1.30373 -0.350 0.140 -0.830 0.134
H 6.69076 -1.86167 -3.74560 0.128 -0.013 0.092 0.117
H 7.13886 -0.70188 -2.46702 -0.192 -0.317 -0.417 0.142
H 6.60010 0.44499 -4.65695 -1.027 -0.591 0.503 0.140
H 5.54176 0.93007 -3.31207 -0.116 0.021 -0.005 0.087
H 4.90561 -1.22374 -5.34757 -0.540 0.052 0.197 0.125
H 3.99585 0.24668 -5.32903 0.063 0.247 0.308 0.098
H 2.59152 -1.32174 -4.21056 0.686 -0.038 0.593 0.146
H 3.20651 -0.19790 -3.00187 0.018 0.159 -0.067 0.123
H 1.85829 -2.34069 -2.04821 0.944 -0.278 -0.309 0.086
H 2.86513 -1.18589 -1.20187 0.033 0.237 -0.070 0.096
H 3.31607 -2.84885 -1.00554 -0.559 -0.448 0.285 0.108
C 3.11717 4.80707 -0.19068 0.324 0.158 0.074 -0.073
C 1.99906 4.08883 -0.99868 1.450 0.399 1.127 -0.221
C 2.45706 4.28677 -2.38628 -1.067 0.909 -1.553 -0.162
N 1.54987 3.81879 -3.54354 1.290 1.172 0.530 -0.247
C 2.29106 4.17605 -4.85280 0.550 0.025 0.614 -0.077
C 1.61801 3.48315 -6.02615 0.253 0.912 -0.318 -0.182
C 1.38401 2.01652 -5.82759 -0.657 -1.896 0.137 -0.166
C 0.64099 1.65724 -4.47200 0.412 1.187 -0.908 -0.131
C 1.41004 2.37619 -3.33531 -1.112 -2.080 -1.342 -0.130
C 0.23805 4.52768 -3.48982 0.690 -1.664 -0.852 0.047
H 3.00241 4.54631 0.86034 0.103 0.270 0.069 0.077
H 3.05087 5.88238 -0.34964 -0.244 0.194 0.347 0.074
H 4.17431 4.58554 -0.47959 -1.020 -0.453 0.005 0.099
H 1.04135 4.49245 -0.70981 -0.361 0.401 -0.197 0.107
H 2.03296 3.07927 -0.66105 -0.083 -1.031 -0.162 0.066
H 3.37506 3.78803 -2.54218 0.869 -0.762 0.009 0.087
H 2.65074 5.33654 -2.56255 -0.217 0.478 -0.195 0.137
H 3.35676 3.90557 -4.69906 -0.685 -0.245 -0.077 0.148
H 2.30078 5.28944 -4.93130 -0.287 -0.827 0.062 0.146
H 2.18200 3.60606 -6.96961 -0.032 0.296 0.606 0.136
H 0.68124 4.02954 -6.17087 -0.150 -0.310 -0.269 0.116
H 2.31701 1.43202 -5.78227 0.157 0.578 0.087 0.088
H 0.96257 1.62456 -6.79247 -0.344 0.195 1.156 0.131
H 0.70240 0.60241 -4.19916 -0.184 0.137 -0.408 0.082
H -0.44365 1.92803 -4.44489 0.852 -0.278 -0.242 0.110
H 2.39798 1.91211 -3.28572 0.075 0.462 0.353 0.124
H 0.83965 2.13251 -2.43623 0.413 0.514 0.274 0.130
H -0.16231 4.26183 -2.53824 -0.453 0.629 0.787 0.095
H -0.39502 4.05290 -4.22877 -0.190 0.238 -0.222 0.093
H 0.43470 5.54512 -3.74891 -0.294 0.753 0.386 0.112
C -4.15543 8.27435 6.68424 -0.675 0.564 -1.249 -0.086
C -3.53782 6.92424 6.43539 0.753 -0.212 0.337 -0.250
C -2.04629 7.14397 6.23442 0.698 -0.418 -0.490 -0.130
N -1.21480 5.87367 6.35862 0.007 -0.982 0.188 -0.260
C -1.83420 4.69916 5.62976 0.456 -0.526 -0.614 -0.111
C -0.98696 3.43058 5.63943 1.621 1.459 -0.463 -0.153
C 0.43369 3.67037 5.01215 -2.762 0.129 -0.130 -0.164
C 1.10725 4.85000 5.67051 -1.470 1.049 -0.848 -0.133
C 0.15600 6.10402 5.72144 0.335 -0.658 0.108 -0.077
C -1.19088 5.54847 7.83602 -0.482 1.175 0.112 0.039
H -3.71517 8.85092 7.50961 -0.364 -0.366 -0.146 0.095
H -5.22518 8.11944 6.75229 -0.239 0.281 0.704 0.083
H -4.09111 8.87570 5.75072 0.329 -0.134 0.589 0.098
H -3.97626 6.43456 5.58166 -0.137 0.129 -0.627 0.111
H -3.75434 6.19933 7.23414 0.210 0.510 0.138 0.108
H -1.61167 7.79935 6.97933 -0.175 0.168 0.397 0.131
H -1.76151 7.63444 5.28520 -0.574 -0.482 0.147 0.146
H -1.91235 5.02050 4.58003 -0.609 -0.014 0.377 0.153
H -2.75104 4.39296 6.11697 -0.529 0.719 -0.219 0.133
H -1.49787 2.64401 5.12342 -0.429 -0.319 -0.471 0.118
H -0.84319 3.10527 6.63643 0.008 -0.508 1.176 0.091
H 0.18770 3.88929 3.94282 0.853 -0.370 0.575 0.135
H 0.91243 2.72440 5.16391 0.881 -0.285 -0.437 0.094
H 1.95793 5.12595 5.04809 0.237 0.247 0.458 0.126
H 1.37720 4.68611 6.69495 0.568 -0.458 0.446 0.111
H -0.05976 6.56244 4.75320 0.079 -0.387 -0.048 0.134
H 0.66905 6.84143 6.30581 0.048 0.611 0.431 0.127
H -0.61403 6.33798 8.32676 0.119 -0.348 -0.015 0.121
H -0.79605 4.57182 8.01790 0.343 -0.357 0.074 0.090
H -2.22724 5.61937 8.24514 0.891 -0.223 -0.526 0.117
C 0.26074 -4.14813 7.51968 1.170 1.013 0.844 -0.076
C 0.51532 -2.87490 6.73309 -2.560 1.821 -0.448 -0.264
C 1.58153 -3.11575 5.76992 -0.596 -0.389 -3.072 -0.145
N 1.59428 -2.24859 4.43215 1.124 -1.405 1.078 -0.217
C 1.96299 -0.88941 4.85139 -0.163 1.700 -1.289 -0.130
C 2.42962 0.01707 3.69006 -0.100 -1.481 -0.877 -0.111
C 3.64704 -0.68347 3.03390 -0.067 1.624 -0.404 -0.187
C 3.25304 -2.01137 2.45264 1.420 -0.838 -0.066 -0.170
C 2.67708 -2.93008 3.50440 -1.678 0.476 0.436 -0.076
C 0.27499 -2.28275 3.72569 1.384 -0.717 -1.156 0.014
H -0.42939 -3.88201 8.30290 -0.373 -0.519 0.302 0.082
H 1.21744 -4.42052 7.97918 -0.165 -0.070 0.289 0.092
H -0.01456 -5.00745 6.94773 -0.638 -0.286 -0.541 0.077
H 0.77371 -2.01291 7.39472 -0.248 -0.738 -0.278 0.132
H -0.41987 -2.54221 6.15620 1.005 -0.538 0.951 0.136
H 1.44645 -4.09253 5.32805 0.139 -0.553 0.122 0.125
H 2.49938 -3.06916 6.27868 1.652 0.259 -0.012 0.125
H 2.73960 -0.95112 5.59052 0.224 -0.046 0.496 0.135
H 1.03872 -0.46841 5.21467 -0.104 0.155 0.776 0.126
H 2.63004 1.02466 4.02622 0.251 0.106 0.307 0.110
H 1.59504 0.10702 2.96493 0.386 -0.034 0.172 0.116
H 4.44213 -0.75527 3.73240 0.642 -0.538 1.299 0.106
H 4.16491 -0.07482 2.28072 -0.818 0.053 -0.254 0.105
H 4.20944 -2.57419 2.16150 -1.356 0.837 -0.201 0.153
H 2.62086 -1.78478 1.60299 -0.273 -0.485 -0.296 0.105
H 3.47963 -3.22822 4.13413 0.587 -0.136 0.878 0.119
H 2.19769 -3.85664 3.15748 0.052 0.419 -0.160 0.136
H -0.42203 -1.54532 4.01975 -0.576 0.763 0.731 0.089
H -0.10175 -3.28731 3.80824 -0.340 -0.347 0.140 0.107
H 0.46795 -2.08015 2.66977 -0.145 0.095 0.003 0.075
O 5.63903 1.54041 -0.01584 -0.643 -0.087 -0.957 -0.002
C 4.29440 1.62531 -0.50562 1.934 -0.170 0.213 -0.726
O 4.34041 2.16424 -1.67708 -1.729 -1.203 1.483 -0.100
O 3.45878 1.13142 0.28048 -0.037 0.898 -1.799 -0.021
H 6.05637 1.81374 -0.85791 0.453 0.058 0.871 0.084
O 0.39395 -1.05310 -1.86721 0.059 1.233 -1.774 0.004
C -0.85022 -1.11117 -2.45692 -1.408 -3.040 -0.319 -0.725
O -1.14413 -0.29961 -3.32957 0.516 0.847 0.302 -0.014
O -1.54714 -2.15529 -2.15933 0.625 1.270 0.235 -0.076
H 0.30753 -1.20375 -0.94041 -0.575 -0.353 2.073 0.037
C -0.13954 1.26465 0.32237 0.211 1.787 -1.426 -0.039
C -0.72831 0.26442 1.24009 0.554 -1.324 0.943 -0.800
O -0.47984 -0.95543 0.97607 0.178 -0.317 -0.816 -0.099
O -1.29527 0.62848 2.27617 -0.759 0.676 0.687 -0.055
H -0.27527 0.96949 -0.72473 -0.063 0.062 0.129 0.052
H 0.94068 1.31488 0.44759 0.242 -0.239 0.172 0.061
H -0.48953 2.31818 0.43798 -0.109 -0.799 0.179 0.087
```
Positions in Å, forces in eV/Å.

Net charge ... +3
LUMO level ... -4.7058 eV
Largest force on an atom ... 3.37 eV Å⁻¹